Density functional theory data (ωB97M-V/def2-TZVPD) for a structure of composition C20H30N8P2RuS.

Last column: Mulliken charge in e.
Cartesian coordinates (Å):
Ru: -0.4643 -0.1397 0.0619  -0.387
C: -1.7619 3.2078 0.8503  -1.593
P: -0.6704 2.2375 -0.2309  1.769
C: -1.1960 2.7561 -1.8900  -1.273
C: 0.9997 2.9212 -0.0967  0.596
C: 1.2181 4.2974 -0.0871  -0.929
C: 2.5116 4.7954 -0.1218  -0.813
C: 3.5964 3.9281 -0.1811  -0.873
C: 3.3922 2.5577 -0.1847  -0.872
C: 2.0924 2.0519 -0.1361  -0.045
P: 1.8202 0.2795 -0.0508  1.882
C: 2.6212 -0.4863 -1.4784  -1.291
C: 2.7472 -0.3237 1.3767  -1.465
H: -1.9609 4.1643 0.3652  0.510
H: -1.3234 3.4110 1.8247  0.559
H: -2.7115 2.6896 0.9863  0.431
H: -1.0236 3.8303 -1.9750  0.571
H: -2.2558 2.5517 -2.0286  0.441
H: -0.6259 2.2399 -2.6604  0.380
H: 0.3859 4.9902 -0.0580  0.460
H: 2.6760 5.8646 -0.1107  0.446
H: 4.6031 4.3215 -0.2199  0.452
H: 4.2501 1.8969 -0.2200  0.364
H: 3.6924 -0.2808 -1.4227  0.469
H: 2.2384 -0.0635 -2.4078  0.362
H: 2.4839 -1.5667 -1.4596  0.434
H: 3.7846 -0.0085 1.2498  0.532
H: 2.7198 -1.4127 1.4257  0.417
H: 2.3673 0.1003 2.3040  0.354
N: 0.2695 -3.0107 -1.7933  -0.565
C: 0.1802 -3.2747 -0.4593  0.613
N: 0.3100 -4.5271 -0.0943  -0.680
C: 0.1999 -4.7786 1.2230  0.306
N: 0.2766 -6.0249 1.6363  -0.275
N: 0.0299 -3.8055 2.1615  -0.680
C: -0.0846 -2.6032 1.6892  -0.142
N: -0.0559 -2.2368 0.3862  0.199
C: -0.2244 -1.4812 2.6433  0.877
C: -0.2459 -1.6835 4.0080  -0.647
C: -0.3350 -0.5832 4.8506  -0.593
C: -0.3934 0.6855 4.2942  -1.029
C: -0.3779 0.8166 2.9193  -0.363
N: -0.3009 -0.2451 2.0975  0.475
H: 0.6867 -3.7495 -2.3449  0.260
H: 0.4766 -2.0662 -2.0765  0.132
H: 0.4088 -6.7713 0.9715  0.270
H: 0.2034 -6.2394 2.6184  0.266
H: -0.1892 -2.6951 4.3833  0.585
H: -0.3527 -0.7163 5.9243  0.495
H: -0.4535 1.5709 4.9115  0.526
H: -0.4125 1.7886 2.4570  0.309
C: -4.2352 0.5063 -3.5696  -0.856
N: -3.5610 -0.7967 -3.6442  -0.257
C: -2.6492 -1.2845 -2.8291  0.749
N: -2.1716 -2.4996 -3.0178  -0.289
S: -2.1640 -0.2257 -1.4887  -0.281
H: -5.1920 0.4088 -4.0741  0.361
H: -3.6418 1.2695 -4.0704  0.308
H: -4.4158 0.7811 -2.5360  0.347
H: -3.8401 -1.3879 -4.4169  0.264
H: -2.4993 -3.0838 -3.7746  0.222
H: -1.4525 -2.8675 -2.4097  0.204

The net charge is +3. For the molecular weight, the calculation gives 577.601 g mol⁻¹. The calculation puts the energy above the lowest of the compared OMol25 structures with the same formula, charge and spin at 0.00 kcal per mole. As for the spin multiplicity: 2. Its largest force on an atom is 0.0102 Eh/bohr.